Here is the molecule C4H6N2 in a non-equilibrium geometry from the OMol25 dataset. Energies are from ωB97M-V/def2-TZVPD.

Its spin multiplicity is 1. Its largest force on an atom is 2.077 eV/A. Its total energy is -7222.1062 eV. The value obtained for the highest occupied orbital energy is -7.88 eV. As for the relative energy (zero: lowest compared OMol25 entry of this formula, charge and spin): 80.4 kcal per mole.

XYZ file:
```
12
Properties=species:S:1:pos:R:3:forces:R:3:nbo_charge:R:1
C -1.644547 -0.173551 -0.095464 -0.140 0.030 -0.006 -0.40
N -0.202705 -0.022180 -0.035317 0.231 0.172 0.093 -0.29
C 0.698270 -1.057645 -0.256074 -0.138 -0.398 0.131 -0.22
C 1.971538 -0.684366 0.081217 -0.583 -0.721 -0.091 -0.18
N 1.772984 0.687318 0.477133 0.390 -0.694 -0.565 -0.62
C 0.473385 1.056324 0.348359 0.040 -0.270 -0.249 0.18
H -1.903078 -0.713064 -1.010418 0.033 0.110 0.155 0.22
H -1.993810 -0.746662 0.768050 0.028 0.105 -0.138 0.22
H -2.125848 0.805512 -0.106739 0.062 -0.109 0.007 0.21
H 0.355465 -1.986954 -0.681927 -0.181 -0.007 0.144 0.21
H 2.607838 0.843969 -0.106590 -0.054 1.972 0.650 0.47
H -0.009490 1.991301 0.617771 0.311 -0.188 -0.132 0.21
```
Forces are in eV/Å.

=====

Here is the molecule C4H6N2 from the OMol25 dataset. Energies are from ωB97M-V/def2-TZVPD.

Its spin multiplicity is 1. Its largest force on an atom is 0.487 eV/A. Its total energy is -7225.3729 eV. The value obtained for the highest occupied orbital energy is -8.65 eV. As for the relative energy (zero: lowest compared OMol25 entry of this formula, charge and spin): 5.0 kcal per mole. Its SMILES is Cc1c[nH]cn1.

XYZ file:
```
12
Properties=species:S:1:pos:R:3:forces:R:3:nbo_charge:R:1
C 1.077604 1.377412 0.819143 0.043 0.023 -0.052 -0.63
C 0.214815 0.395189 0.070621 -0.089 -0.026 0.121 0.10
C 0.333436 -0.410752 -1.035235 -0.112 -0.214 -0.071 -0.13
N -0.762243 -1.278254 -0.985683 0.137 0.212 0.128 -0.53
C -1.470140 -0.939437 0.114213 -0.210 -0.106 0.143 0.18
N -0.939599 0.063659 0.748288 -0.093 -0.198 0.233 -0.47
H 2.024057 1.681993 0.368561 -0.201 -0.186 -0.242 0.21
H 1.301046 0.896299 1.777017 0.113 0.093 -0.104 0.23
H 0.502325 2.271798 1.076445 0.041 -0.094 -0.207 0.23
H 0.994848 -0.444942 -1.891853 0.103 0.050 0.403 0.22
H -0.921140 -2.136829 -1.491669 0.214 0.375 -0.226 0.42
H -2.355009 -1.476138 0.430152 0.054 0.072 -0.127 0.19
```
Forces are in eV/Å.

=====

Here is the molecule C4H6N2 in a non-equilibrium geometry from the OMol25 dataset. Energies are from ωB97M-V/def2-TZVPD.

Its spin multiplicity is 1. Its largest force on an atom is 5.524 eV/A. Its total energy is -7221.3300 eV. The value obtained for the highest occupied orbital energy is -9.42 eV. As for the relative energy (zero: lowest compared OMol25 entry of this formula, charge and spin): 98.3 kcal per mole. Its SMILES is C[C@@]1(C#N)CN1.

XYZ file:
```
12
Properties=species:S:1:pos:R:3:forces:R:3:nbo_charge:R:1
C -0.232170 -0.682004 1.500408 -0.495 -0.512 -1.526 -0.63
C -0.348508 -0.063421 0.091171 0.199 -0.611 -5.486 0.10
C -1.056029 -0.509817 -1.374889 -1.397 -0.870 1.547 0.26
N -1.506190 -0.902856 -2.398610 1.351 1.366 3.172 -0.38
C 0.431931 1.125108 -0.194588 1.559 1.198 -0.353 -0.29
N 1.039108 0.026788 -0.919433 0.920 0.408 1.544 -0.58
H -1.054158 -0.289384 2.115545 0.241 -0.134 -0.212 0.24
H 0.733960 -0.474453 1.991230 -0.387 0.184 -0.620 0.25
H -0.323185 -1.752800 1.384411 -0.140 -0.330 0.361 0.24
H 0.171530 2.001100 -0.776079 -0.678 -0.082 0.142 0.22
H 1.102997 1.371662 0.615225 -0.293 0.353 0.476 0.21
H 0.935196 0.238794 -1.934387 -0.881 -0.969 0.955 0.38
```
Forces are in eV/Å.

=====

Here is the molecule C4H6N2 from the OMol25 dataset. Energies are from ωB97M-V/def2-TZVPD.

Its spin multiplicity is 1. Its largest force on an atom is 0.847 eV/A. Its total energy is -7222.1969 eV. The value obtained for the highest occupied orbital energy is -7.57 eV. As for the relative energy (zero: lowest compared OMol25 entry of this formula, charge and spin): 78.3 kcal per mole. Its SMILES is CC1=C=CNN1.

XYZ file:
```
12
Properties=species:S:1:pos:R:3:forces:R:3:nbo_charge:R:1
C 0.902763 -1.349899 -0.965162 -0.115 0.121 -0.007 -0.67
C 0.164372 -0.172236 -0.397448 0.101 -0.199 -0.077 0.21
C -0.216337 1.027752 -1.060255 -0.142 -0.481 0.683 -0.42
C -0.837816 1.662764 0.001033 0.077 0.387 0.421 -0.04
N -0.880175 0.942424 1.195998 0.216 -0.382 -0.390 -0.40
N -0.170683 -0.203025 0.919483 0.027 0.237 -0.351 -0.39
H 1.817627 -1.553030 -0.382356 -0.320 0.020 -0.271 0.22
H 0.268771 -2.252431 -0.958186 0.266 0.254 -0.075 0.22
H 1.161091 -1.084931 -1.996800 -0.015 -0.255 0.300 0.25
H -1.288367 2.651359 0.064161 0.116 -0.142 -0.102 0.20
H -0.595689 1.350700 2.078714 -0.344 0.222 0.006 0.40
H -0.325557 -1.019447 1.500817 0.132 0.217 -0.138 0.41
```
Forces are in eV/Å.

=====

Here is the molecule C4H6N2 in a non-equilibrium geometry from the OMol25 dataset. Energies are from ωB97M-V/def2-TZVPD.

Its spin multiplicity is 1. Its largest force on an atom is 1.765 eV/A. Its total energy is -7223.3311 eV. The value obtained for the highest occupied orbital energy is -8.01 eV. As for the relative energy (zero: lowest compared OMol25 entry of this formula, charge and spin): 52.1 kcal per mole. Its SMILES is Nc1cc[nH]c1.

XYZ file:
```
12
Properties=species:S:1:pos:R:3:forces:R:3:nbo_charge:R:1
N -1.971840 0.287484 -0.419375 -0.045 0.011 0.229 -0.80
C -0.624087 0.075951 -0.198496 -0.116 -0.442 -0.503 0.20
C 0.072536 -1.139618 -0.021254 -0.023 -0.143 -0.257 -0.40
C 1.408057 -0.790488 0.038190 -0.011 0.071 -0.004 0.05
N 1.527535 0.550548 -0.006704 0.096 -0.213 0.354 -0.52
C 0.263389 1.183686 -0.102232 -0.333 -0.509 0.358 -0.38
H -2.184819 1.264054 -0.588454 0.076 -0.162 0.088 0.39
H -2.623983 -0.143759 0.217922 0.024 -0.174 -0.093 0.37
H -0.347356 -2.129332 0.058584 0.107 -0.045 -0.190 0.23
H 2.276783 -1.436518 0.105292 -0.143 0.090 -0.104 0.21
H 2.403522 1.049928 -0.013409 -0.225 -0.145 0.097 0.41
H -0.199742 1.228064 0.929934 0.595 1.661 0.025 0.24
```
Forces are in eV/Å.

=====

Here is the molecule C4H6N2 in a non-equilibrium geometry from the OMol25 dataset. Energies are from ωB97M-V/def2-TZVPD.

Its spin multiplicity is 1. Its largest force on an atom is 7.422 eV/A. Its total energy is -7221.4184 eV. The value obtained for the highest occupied orbital energy is -9.50 eV. As for the relative energy (zero: lowest compared OMol25 entry of this formula, charge and spin): 96.2 kcal per mole. Its SMILES is N#CCN1CC1.

XYZ file:
```
12
Properties=species:S:1:pos:R:3:forces:R:3:nbo_charge:R:1
N 2.481290 0.610811 -0.072817 -0.359 -0.518 0.779 -0.32
C 1.653998 -0.155959 0.177200 -0.174 -0.746 -1.555 0.26
C 0.388217 -1.013389 0.009382 0.881 3.671 6.390 -0.26
N -0.555698 -0.061233 -0.468160 -2.587 -0.977 -2.377 -0.43
C -1.356789 1.061182 0.164202 1.784 1.145 -4.045 -0.21
C -1.903131 -0.249606 0.038456 -1.307 -2.318 -2.956 -0.26
H 0.537103 -1.862505 -0.575543 0.114 -1.201 -1.091 0.24
H 0.100991 -1.329346 1.204754 0.761 0.273 -2.989 0.16
H -1.376118 1.992351 -0.517129 -0.496 -1.830 1.266 0.24
H -0.869735 1.116141 1.027014 1.037 1.682 4.294 0.19
H -1.935031 -0.800698 0.905752 0.157 -0.918 2.526 0.18
H -2.630114 -0.816361 -0.593452 0.190 1.736 -0.242 0.21
```
Forces are in eV/Å.

=====

Here is a cluster of 2 separate species, C4H6N2 in total from the OMol25 dataset. Energies are from ωB97M-V/def2-TZVPD.

Its spin multiplicity is 1. Its largest force on an atom is 0.675 eV/A. Its total energy is -7221.7088 eV. The value obtained for the highest occupied orbital energy is -9.26 eV. As for the relative energy (zero: lowest compared OMol25 entry of this formula, charge and spin): 89.5 kcal per mole. Its SMILES is C1=NC1.C=C=N.

XYZ file:
```
12
Properties=species:S:1:pos:R:3:forces:R:3:nbo_charge:R:1
C -0.416977 -0.994527 0.885584 -0.107 0.393 0.242 0.06
N -0.336664 0.078861 1.527085 -0.199 -0.442 -0.237 -0.31
C 0.954429 -0.653173 1.197344 0.407 -0.042 0.010 -0.33
H -1.172525 -1.631162 0.441378 0.103 0.099 0.056 0.22
H 1.471979 -1.128325 2.029356 -0.099 0.061 -0.122 0.18
H 1.594575 -0.179667 0.452054 -0.114 -0.094 0.106 0.18
C 0.149673 1.895997 -1.201543 -0.037 -0.144 -0.091 -0.66
C 0.117021 0.711577 -1.758568 -0.010 -0.276 -0.108 0.42
N -0.001237 -0.395804 -2.282984 0.086 0.600 0.298 -0.65
H 0.567566 2.745707 -1.727621 -0.054 -0.144 0.019 0.25
H -0.242816 2.018082 -0.196197 0.059 -0.060 -0.141 0.26
H 0.796382 -1.014552 -2.133119 -0.036 0.048 -0.032 0.37
```
Forces are in eV/Å.

=====

Here is the molecule C4H6N2 in a non-equilibrium geometry from the OMol25 dataset. Energies are from ωB97M-V/def2-TZVPD.

Its spin multiplicity is 1. Its largest force on an atom is 1.714 eV/A. Its total energy is -7218.1288 eV. The value obtained for the highest occupied orbital energy is -7.30 eV. As for the relative energy (zero: lowest compared OMol25 entry of this formula, charge and spin): 172.1 kcal per mole.

XYZ file:
```
12
Properties=species:S:1:pos:R:3:forces:R:3:nbo_charge:R:1
N 0.665468 -1.090855 -0.592845 0.385 -0.041 -0.105 -0.59
C -0.093012 0.129339 -1.000447 0.049 0.377 -0.378 -0.11
C -0.991143 0.271942 0.225013 -0.448 -0.154 0.037 -0.07
N -0.450621 1.612169 0.527673 -0.244 0.091 0.313 -0.65
C 0.802326 0.838352 0.088306 0.129 0.725 0.198 -0.18
C 0.222509 -0.522370 0.711518 0.183 0.092 0.477 -0.15
H 0.457213 -2.041157 -0.917557 0.335 0.406 0.083 0.41
H -0.236014 0.390253 -2.047775 0.024 -0.014 0.174 0.21
H -2.064540 0.049808 0.334156 0.201 -0.079 -0.054 0.18
H -0.394390 1.769715 1.535264 -0.162 0.070 -0.102 0.33
H 1.658498 -0.567961 -0.592055 -0.429 -1.583 -0.497 0.41
H 0.456842 -1.019927 1.653289 -0.024 0.110 -0.146 0.21
```
Forces are in eV/Å.

=====

Here is the molecule C4H6N2 in a non-equilibrium geometry from the OMol25 dataset. Energies are from ωB97M-V/def2-TZVPD.

Its spin multiplicity is 1. Its largest force on an atom is 1.149 eV/A. Its total energy is -7223.5376 eV. The value obtained for the highest occupied orbital energy is -10.48 eV. As for the relative energy (zero: lowest compared OMol25 entry of this formula, charge and spin): 47.4 kcal per mole.

XYZ file:
```
12
Properties=species:S:1:pos:R:3:forces:R:3:nbo_charge:R:1
N 0.504576 1.117321 0.976571 0.221 0.042 -0.006 -0.80
C 0.255776 0.082534 0.030034 -0.166 -0.061 -0.021 0.22
C -1.037109 0.126469 -0.733499 -0.039 0.099 -0.149 -0.41
C -0.831134 -0.906442 0.340996 0.010 -0.150 0.111 -0.41
C 2.370496 -0.781638 -1.206022 -0.973 0.336 0.511 0.28
N 1.388969 -0.419864 -0.669318 0.887 -0.322 -0.483 -0.54
H 1.146365 0.798849 1.696706 -0.106 0.021 -0.050 0.37
H 0.927159 1.922720 0.524123 -0.090 -0.064 0.047 0.37
H -1.019831 -0.201966 -1.767816 0.031 0.035 0.186 0.23
H -1.688771 0.966440 -0.515659 0.128 -0.135 -0.011 0.23
H -1.343701 -0.768352 1.287495 0.100 0.010 -0.156 0.23
H -0.672791 -1.936070 0.036385 -0.002 0.190 0.022 0.23
```
Forces are in eV/Å.

=====

Here is the molecule C4H6N2 from the OMol25 dataset. Energies are from ωB97M-V/def2-TZVPD.

Its spin multiplicity is 1. Its largest force on an atom is 0.192 eV/A. Its total energy is -7225.3098 eV. The value obtained for the highest occupied orbital energy is -7.75 eV. As for the relative energy (zero: lowest compared OMol25 entry of this formula, charge and spin): 6.5 kcal per mole. Its SMILES is Nc1ccc[nH]1.

XYZ file:
```
12
Properties=species:S:1:pos:R:3:forces:R:3:nbo_charge:R:1
N -1.074682 1.074049 1.386101 -0.150 0.051 -0.100 -0.83
C -0.389135 0.307594 0.417851 0.110 -0.087 -0.132 0.28
C -0.805146 -0.536211 -0.584463 -0.054 0.056 0.075 -0.35
C 0.367132 -1.065366 -1.202681 0.101 0.009 -0.009 -0.29
C 1.450886 -0.520002 -0.566761 0.022 -0.063 -0.074 -0.09
N 0.980189 0.312022 0.420936 -0.094 0.018 0.086 -0.52
H -1.118600 2.055282 1.127641 0.015 -0.105 0.034 0.37
H -2.025318 0.741828 1.495728 0.127 0.014 0.026 0.38
H -1.833680 -0.743804 -0.852366 0.172 0.055 0.054 0.22
H 0.404149 -1.758278 -2.033322 -0.003 0.120 0.147 0.22
H 2.511481 -0.643490 -0.732243 -0.166 0.000 0.016 0.21
H 1.532725 0.776377 1.123577 -0.081 -0.067 -0.123 0.41
```
Forces are in eV/Å.